120
Properties=species:S:1:pos:R:3 method="wB97M-V/def2-TZVPD" homo_ev="-10.18 / -10.18" max_force_ev_per_a=2.6 lumo_energy_ev="-5.774 / -5.792" orbital_gap_ev="4.407 / 4.386" charge=+1
Pt 0.229 0.344 0.227
I -4.648 5.872 6.704
I 2.316 -7.174 -5.350
I 1.370 7.480 -6.225
I 7.934 1.035 5.252
S -0.231 -4.661 2.273
O -0.791 -1.914 -0.095
O 1.120 -5.106 2.417
O -1.294 -5.565 2.588
N -7.856 -2.460 0.496
N 1.676 -1.054 0.413
N -4.264 -0.560 -1.062
N -0.382 2.278 0.203
N -7.346 -1.735 -0.392
N -6.054 -2.055 -0.582
N -2.302 0.339 -0.659
N -0.445 -3.985 0.781
N 0.664 0.383 -1.706
N -0.080 0.241 2.295
C -2.388 -1.396 -2.464
C -1.335 4.044 4.549
C 3.566 -0.256 3.371
C -4.636 -4.750 1.532
C 0.678 0.283 4.453
C -6.996 -4.333 1.939
C 1.093 -0.698 -2.431
C -2.944 -0.554 -1.382
C -3.475 4.802 5.307
C 2.314 -0.555 2.735
C -5.306 -1.391 -1.608
C -3.322 3.423 3.362
C 1.123 -0.327 -3.817
C 2.949 -2.647 1.369
C -6.925 -3.331 0.973
C -1.939 3.361 3.501
C 0.497 1.428 -2.554
C -0.492 -3.121 3.192
C -2.098 4.768 5.447
C -0.648 -2.705 0.860
C -0.262 5.212 -4.993
C 6.002 -0.393 3.370
C 1.076 -0.016 3.188
C 0.374 3.829 -3.130
C -1.101 -1.709 5.009
C -0.755 0.714 4.381
C -0.592 -2.876 4.599
C -4.092 4.135 4.262
C 0.932 5.905 -4.878
C -4.550 -3.774 0.561
C -3.234 0.931 0.144
C -0.760 4.392 -0.517
C -1.174 4.316 0.791
C -5.840 -5.031 2.198
C -4.456 0.390 -0.093
C -0.731 -2.194 2.266
C -0.713 1.335 3.016
C 0.159 2.728 -2.164
C -1.147 2.517 2.561
C 0.869 -5.065 -3.694
C 3.215 -4.592 -3.992
C 4.783 -0.738 2.836
C 2.713 -3.032 0.071
C 2.298 -1.399 1.556
C -1.144 -0.808 2.582
C 4.896 0.970 5.007
C 1.605 -1.879 -1.892
C 1.848 5.582 -3.889
C -5.715 -3.072 0.276
C 3.071 -3.428 -3.255
C 0.797 0.989 -3.890
C -0.918 3.002 1.229
C 6.066 0.457 4.467
C 2.110 -5.400 -4.211
C 0.734 -3.899 -2.966
C -0.276 3.103 -0.879
C 3.679 0.633 4.463
C 1.561 4.549 -3.018
C 1.829 -3.068 -2.743
C -1.522 -0.612 4.074
C 1.944 -2.010 -0.536
C -0.534 4.171 -4.123
H -1.464 3.630 -4.210
H -2.736 -1.041 -3.435
H -6.032 -0.777 -2.154
H -0.274 -3.643 5.286
H 2.779 6.119 -3.800
H 2.810 1.117 4.870
H 2.267 4.289 -2.246
H -2.600 -0.458 4.171
H 6.909 -0.765 2.923
H -0.809 5.242 -1.166
H -5.164 4.162 4.152
H 1.190 0.062 5.367
H 0.021 -5.713 -3.852
H -3.810 2.897 2.556
H 3.477 -3.210 2.112
H 4.770 -1.367 1.962
H -1.210 -1.492 6.062
H -0.262 4.013 4.662
H -1.145 1.289 5.213
H 3.052 -3.928 -0.404
H -5.851 -5.818 2.937
H 4.180 -4.876 -4.383
H 1.416 -0.978 -4.618
H -3.616 -3.570 0.059
H -1.990 -0.537 1.937
H -2.691 -2.436 -2.347
H -0.213 -3.641 -2.523
H -4.862 -2.124 -2.289
H -1.306 -1.347 -2.426
H -1.604 5.093 1.392
H -2.971 1.715 0.823
H -3.751 -5.313 1.793
H 4.942 1.654 5.840
H -0.969 5.476 -5.764
H -7.927 -4.536 2.441
H 3.933 -2.805 -3.074
H -1.624 5.296 6.258
H -5.423 0.589 0.319
H 0.754 1.608 -4.765